Record 1
12
Properties=species:S:1:pos:R:3:forces:R:3:lowdin_charge:R:1 method="wB97M-V/def2-TZVPD" total_charge=0 homo_energy_ev=-8.667 multiplicity=1 e_above_lowest_kj_mol=383.9
C 0.13372 -2.28688 -0.78071 -0.117 -0.173 -0.026 -0.11
C 0.84071 -0.24464 0.11135 0.053 -0.303 -0.273 -0.12
C 0.82661 0.65725 1.06854 0.234 -0.333 0.003 -0.12
O 0.04797 1.81327 1.07358 -0.277 0.049 -0.412 -0.05
C -0.75534 1.96547 0.02961 0.106 0.270 0.456 -0.14
O -1.34945 3.13122 0.24631 -0.012 -0.222 -0.249 0.05
N 0.97174 -1.09375 -0.75937 -0.049 0.554 0.545 0.04
H -0.56003 -2.20265 -1.62203 0.105 -0.015 0.099 0.08
H 0.77348 -3.15510 -0.95779 -0.100 0.128 0.024 0.07
H -0.43547 -2.42776 0.14569 0.085 0.049 -0.129 0.08
H 1.44564 0.57137 1.95013 -0.067 -0.022 -0.145 0.12
H -1.93959 3.27222 -0.50531 0.040 0.019 0.107 0.10

Record 2
125
Properties=species:S:1:pos:R:3:forces:R:3:lowdin_charge:R:1 method="wB97M-V/def2-TZVPD" total_charge=+3 homo_energy_ev=-11.906 multiplicity=1 e_above_lowest_kj_mol=312.6
C 2.04231 -0.87359 2.82480 -0.915 -0.474 0.289 0.04
C 0.63849 -1.43182 3.14087 -0.074 0.939 1.635 -0.36
O -0.16134 -0.94780 3.88476 0.777 -0.438 -1.043 0.17
N 0.28107 -2.86124 2.70637 1.601 -0.783 1.017 0.12
H -0.71114 -3.01868 2.81052 -0.688 0.438 0.097 0.17
H 0.51641 -3.15800 1.77008 0.335 0.437 -0.582 0.16
C 0.92626 -3.94523 3.65825 -0.397 0.345 -0.361 0.07
H 2.06535 -0.49875 1.80154 0.290 -0.379 -0.120 0.09
H 2.79901 -1.61311 3.08675 0.025 -0.234 -0.658 0.09
H 2.27138 -0.03217 3.47874 -0.579 -0.021 0.005 0.07
H 0.95481 -4.82477 3.01504 -0.296 -0.254 0.656 0.11
H 0.29885 -3.96701 4.54930 -0.186 -0.458 -0.349 0.11
H 1.93668 -3.76460 4.02502 0.025 0.699 -0.615 0.10
C 3.05789 5.92219 9.41938 1.916 0.246 0.370 -0.05
C 2.11943 4.79172 9.73787 -1.560 1.223 0.319 -0.18
N 2.22417 3.64384 8.90095 0.187 -3.574 -2.721 -0.06
C 2.84373 2.45383 9.26479 0.782 -1.014 -2.011 0.04
C 2.82691 1.57082 8.15216 -0.258 1.781 2.014 0.01
N 2.08584 2.18465 7.19380 -0.814 4.005 1.021 -0.11
C 1.73435 3.46349 7.64622 1.066 -1.475 0.706 0.06
C 1.72066 1.66906 5.90578 0.427 -1.548 -0.670 -0.01
H 4.07996 5.68393 9.71382 0.094 -0.176 0.259 0.08
H 2.82907 6.83890 9.96287 -0.379 -0.202 0.021 0.10
H 3.20208 6.19448 8.37384 -0.766 -0.233 -0.203 0.09
H 1.11594 5.18540 9.57617 -0.228 -0.174 0.253 0.14
H 2.13906 4.35981 10.73846 0.298 0.686 0.189 0.14
H 3.39491 2.33715 10.18618 -0.226 0.104 0.001 0.14
H 3.33157 0.64126 7.93392 -0.206 -0.014 0.444 0.14
H 1.20058 4.23626 7.11301 -0.112 -0.313 -0.170 0.17
H 0.87953 0.97967 5.97882 -0.427 0.503 0.025 0.11
H 2.53230 1.00264 5.61385 0.275 0.149 -0.160 0.09
H 1.60556 2.40421 5.10929 -0.196 0.202 0.495 0.10
C -3.41948 -5.83260 -5.60655 -0.123 -0.133 -0.546 -0.04
C -3.12281 -4.31289 -5.71813 -1.021 -1.199 -0.719 -0.15
N -1.89332 -3.92888 -5.10892 3.853 2.921 -0.194 -0.02
C -1.54503 -4.06775 -3.82194 0.502 -0.967 1.669 -0.05
C -0.24562 -3.68684 -3.63051 -0.026 0.013 -0.104 -0.03
N 0.25372 -3.19664 -4.83015 -4.488 -0.793 0.254 -0.08
C -0.81689 -3.25607 -5.68084 0.609 -1.829 -0.229 0.05
C 1.59208 -2.82127 -5.08919 2.009 0.444 -0.920 0.00
H -4.48823 -5.93329 -5.79555 -0.014 -0.088 0.239 0.09
H -3.18662 -6.30270 -4.65111 -0.177 0.551 0.295 0.08
H -2.95198 -6.49975 -6.33074 0.364 0.498 -0.308 0.08
H -3.97714 -3.83727 -5.23645 0.340 0.453 0.059 0.12
H -3.00621 -3.96597 -6.74486 -0.547 -0.235 -0.085 0.13
H -2.24013 -4.48125 -3.10623 -0.054 0.018 0.002 0.12
H 0.35230 -3.76420 -2.73446 -0.010 0.112 -0.206 0.13
H -0.65753 -3.12055 -6.74039 -0.429 0.267 0.002 0.17
H 1.83132 -2.78578 -6.15202 -0.477 -0.352 -0.141 0.12
H 2.24299 -3.58435 -4.66245 0.011 0.165 0.112 0.11
H 1.89141 -1.82085 -4.77669 -0.425 0.064 0.651 0.08
C 4.13391 2.82080 -0.39796 0.510 0.565 -0.354 -0.05
C 5.59904 3.32343 -0.31579 -1.481 0.047 0.877 -0.18
N 6.48272 2.78716 -1.30232 1.991 -0.599 -3.662 -0.05
C 7.23194 1.60383 -1.33471 1.102 -0.005 0.120 0.01
C 8.04780 1.53997 -2.46056 -3.225 2.215 0.309 0.06
N 7.59055 2.65568 -3.22955 -0.376 0.122 3.131 -0.10
C 6.72391 3.41465 -2.50124 0.759 -2.350 0.436 0.05
C 8.02695 2.96368 -4.53489 0.909 0.289 -2.032 -0.01
H 3.53269 3.59534 0.07819 -0.126 -0.321 0.414 0.08
H 3.99557 1.83527 0.04668 -0.047 0.116 0.015 0.07
H 3.76247 2.81754 -1.42271 0.167 -0.245 -0.126 0.08
H 6.00453 3.12166 0.67566 0.127 0.086 -0.091 0.13
H 5.57605 4.40320 -0.46298 0.212 -0.051 0.072 0.13
H 7.20462 0.91186 -0.50596 0.034 0.178 -0.005 0.13
H 8.79021 0.86555 -2.86104 -0.215 -0.054 0.252 0.14
H 6.23612 4.31775 -2.83721 0.151 -0.032 -0.011 0.18
H 7.57571 2.28812 -5.26160 -0.363 0.230 0.011 0.12
H 9.09701 2.80540 -4.66910 0.081 0.055 0.451 0.11
H 7.84223 4.00931 -4.78113 -0.230 -0.185 -0.010 0.11
C -2.74562 2.11587 -2.23278 -1.150 -0.111 0.359 -0.05
C -4.12820 2.68131 -1.87925 0.879 0.027 -1.045 -0.15
N -4.98818 1.56687 -1.52340 -2.797 -1.375 -0.635 -0.08
C -5.06087 1.00482 -0.27783 -1.323 -2.867 -1.126 0.02
C -5.86772 -0.19125 -0.42957 0.846 2.133 -0.470 0.02
N -6.32109 -0.25660 -1.74051 2.632 3.996 0.589 -0.08
C -5.83332 0.89871 -2.38575 1.063 -1.464 2.007 0.05
C -7.14978 -1.26870 -2.33393 -1.422 0.280 -1.018 -0.01
H -2.16089 2.91762 -2.68376 0.412 -0.279 0.371 0.10
H -2.96602 1.36419 -2.99075 0.377 -0.001 0.116 0.06
H -2.34486 1.61721 -1.35028 0.579 0.244 -0.125 0.06
H -4.42899 3.05742 -2.85708 -0.775 0.461 0.426 0.13
H -4.10799 3.44419 -1.10099 -0.240 -0.121 -0.020 0.13
H -4.47120 1.46084 0.50365 -0.317 -0.144 0.457 0.09
H -6.24138 -0.96278 0.22733 0.425 0.200 0.291 0.12
H -5.94575 1.19393 -3.41851 -0.204 -0.273 0.081 0.16
H -6.63607 -1.80035 -3.13490 0.141 -0.143 0.397 0.10
H -7.96645 -0.71082 -2.79206 -0.168 -0.187 -0.194 0.11
H -7.62631 -1.94698 -1.62613 0.655 0.076 0.142 0.10
C 0.43112 2.29016 2.08221 -0.438 0.686 0.901 -0.08
C 0.22016 1.84717 0.66679 -0.177 -0.363 -0.458 -0.15
N -0.66874 0.65841 0.54477 -1.357 -2.957 -0.801 -0.02
C -1.79004 0.45707 1.29532 -1.586 -2.069 0.300 -0.03
C -2.43472 -0.76115 0.88085 0.503 2.727 0.396 -0.01
N -1.77636 -1.20851 -0.22124 3.272 2.898 0.860 -0.08
C -0.66514 -0.37384 -0.36258 -0.328 -0.086 -0.104 -0.02
C -2.20638 -2.24454 -1.13670 -0.022 -0.119 -0.361 -0.01
H 1.02989 3.20086 2.06776 0.261 -0.090 -0.131 0.09
H 0.88586 1.57943 2.77226 0.167 -0.230 -0.305 0.04
H -0.48635 2.63010 2.56262 -0.372 -0.063 -0.130 0.05
H 1.17005 1.61839 0.18361 -0.306 -0.031 -0.336 0.10
H -0.32296 2.61895 0.12139 0.371 0.145 -0.125 0.14
H -2.09537 1.18627 2.03115 -0.289 0.078 0.210 0.06
H -3.36932 -1.23836 1.13621 -0.035 0.292 0.305 0.13
H 0.13421 -0.47981 -1.08106 -0.281 0.062 -0.326 0.12
H -2.37791 -3.16354 -0.57625 0.083 -0.078 -0.264 0.10
H -1.46597 -2.31057 -1.93391 -0.075 -0.230 0.339 0.06
H -3.15244 -1.97027 -1.60341 -0.035 0.027 0.200 0.09
Cl -3.45340 3.73803 2.48641 0.551 -0.781 -0.413 -0.69
C -4.94727 -5.89316 -0.61888 -1.019 1.084 -0.923 -0.65
F -4.94389 -6.76182 -1.60750 -0.629 -0.762 -0.677 0.13
F -5.89178 -6.18742 0.28049 0.656 0.034 -0.312 0.14
F -3.73586 -6.03072 -0.07703 0.347 0.841 0.764 0.11
S -5.37328 -4.15934 -1.41632 -2.405 0.086 0.742 0.53
O -5.14831 -3.22164 -0.29822 0.014 -0.566 -0.594 -0.38
O -4.41780 -3.96612 -2.49936 0.520 -0.339 -0.148 -0.37
O -6.79139 -4.25781 -1.87165 3.021 -0.186 1.072 -0.33
C -0.58671 0.40638 -4.41450 1.980 0.966 1.406 -0.60
F -0.38113 -0.26639 -5.53676 0.101 -0.569 0.155 0.14
F -1.56481 1.25206 -4.64354 -0.053 0.137 -0.080 0.14
F -0.96794 -0.43137 -3.39196 -0.247 -0.261 -0.898 0.05
S 1.06970 1.29649 -3.73709 1.055 1.829 -1.135 0.49
O 0.96819 1.27757 -2.27135 -0.766 -0.377 -0.386 -0.38
O 2.23715 0.55979 -4.20526 -0.961 -1.037 0.062 -0.35
O 1.01111 2.61589 -4.35858 -0.800 -1.115 0.812 -0.32

Record 3
21
Properties=species:S:1:pos:R:3:forces:R:3:lowdin_charge:R:1 method="wB97M-V/def2-TZVPD" total_charge=0 homo_energy_ev=-9.409 multiplicity=1 e_above_lowest_kj_mol=106.5 smiles="CC1(C)CC(=O)[C@]1(C)O"
C 1.72154 -0.04873 -0.71823 0.051 -0.164 0.141 -0.05
C 0.53416 0.27879 0.14923 -0.744 2.028 -1.307 -0.34
C 0.91957 0.79089 1.51368 -0.190 0.004 -0.040 -0.03
C -0.61454 1.46402 -0.77310 1.894 -0.831 0.850 0.07
C -1.56516 0.64092 -0.05318 -0.399 -1.788 1.561 -0.39
O -2.50452 0.91006 0.67036 0.509 0.228 -0.601 0.09
C -0.67016 -0.65302 0.17474 -1.580 0.476 -0.645 -0.48
C -0.80151 -1.66236 -0.95726 0.146 0.088 0.338 0.00
O -0.95840 -1.28192 1.39350 0.011 0.115 0.047 0.02
H 2.28089 -0.86614 -0.25576 0.063 -0.050 -0.032 0.10
H 1.43609 -0.35784 -1.71934 0.010 -0.018 -0.074 0.07
H 2.38894 0.80887 -0.78866 0.012 0.025 -0.033 0.09
H 1.70622 1.53952 1.44098 -0.076 0.116 0.010 0.09
H 0.05078 1.20022 2.03044 0.100 0.118 0.088 0.09
H 1.29153 -0.03768 2.11949 0.002 -0.030 -0.031 0.10
H -0.66350 2.53538 -0.60534 0.154 0.043 0.107 0.10
H -0.42097 1.21056 -1.80798 -0.091 -0.125 -0.083 0.10
H -1.79948 -2.09401 -0.91561 -0.015 -0.022 0.004 0.09
H -0.66143 -1.20381 -1.93243 0.058 0.010 -0.091 0.08
H -0.07405 -2.46144 -0.82207 0.056 -0.071 -0.091 0.09
H -1.59601 -0.71230 1.85653 0.029 -0.153 -0.118 0.10

no.,maximum force (eV/A)
1,0.8
2,4.8
3,2.5